Entry 1:
{
  "formula": "C17H28N5O5SSiTb",
  "method": "ωB97M-V/def2-TZVPD",
  "elements": ["Tb", "O", "C", "O", "C", "C", "C", "C", "C", "N", "C", "O", "O", "H", "H", "H", "N", "C", "C", "C", "N", "H", "H", "H", "H", "H", "H", "H", "H", "H", "H", "C", "Si", "C", "C", "O", "H", "H", "H", "H", "H", "H", "H", "H", "H", "C", "N", "C", "C", "N", "C", "S", "H", "H", "H", "H", "H", "H"],
  "xyz": [[0.592, -0.139, 0.317], [3.376, 0.977, -2.810], [2.773, 0.388, -1.938], [2.245, 0.885, -0.865], [2.567, -1.120, -2.055], [3.118, -1.914, -3.044], [2.855, -3.278, -3.006], [2.057, -3.809, -2.000], [1.524, -2.940, -1.063], [1.791, -1.638, -1.107], [0.613, -3.347, 0.095], [0.475, -4.528, 0.346], [0.103, -2.331, 0.704], [3.729, -1.457, -3.808], [3.275, -3.929, -3.761], [1.835, -4.864, -1.925], [2.627, -0.422, 1.864], [2.803, 0.310, 3.134], [2.783, 1.820, 2.926], [1.408, 2.436, 2.695], [0.904, 2.192, 1.332], [2.684, -1.425, 2.039], [3.395, -0.191, 1.234], [3.744, 0.027, 3.618], [1.991, 0.016, 3.804], [3.449, 2.080, 2.095], [3.212, 2.284, 3.817], [1.455, 3.509, 2.909], [0.688, 1.999, 3.392], [1.525, 2.627, 0.647], [-0.009, 2.631, 1.224], [-0.515, 0.094, -3.619], [-1.171, 1.331, -2.379], [-2.981, 1.659, -2.743], [-0.227, 2.936, -2.519], [-1.039, 0.737, -0.854], [-0.872, 0.310, -4.627], [-0.838, -0.918, -3.360], [0.577, 0.106, -3.657], [-3.121, 2.056, -3.749], [-3.389, 2.389, -2.040], [-3.573, 0.744, -2.666], [-0.341, 3.391, -3.505], [0.839, 2.775, -2.346], [-0.594, 3.651, -1.779], [-3.794, -1.205, 3.996], [-3.792, -0.729, 2.626], [-4.856, -0.773, 1.741], [-4.411, -0.294, 0.561], [-3.087, 0.039, 0.735], [-2.704, -0.238, 1.994], [-1.164, -0.026, 2.679], [-4.825, -1.356, 4.307], [-3.318, -0.468, 4.638], [-3.244, -2.142, 4.071], [-5.824, -1.131, 2.035], [-4.919, -0.152, -0.374], [-2.404, 0.370, 0.022]],
  "lowdin_charge": [1.512, 0.074, -0.612, -0.212, -0.183, 0.019, -0.024, 0.021, -0.164, 0.033, -0.605, 0.069, -0.222, 0.124, 0.112, 0.123, -0.059, -0.246, -0.185, -0.266, -0.082, 0.095, 0.087, 0.113, 0.113, 0.120, 0.114, 0.114, 0.074, 0.084, 0.084, -0.147, 0.273, -0.172, -0.157, -0.544, 0.034, 0.036, 0.020, 0.029, 0.030, 0.021, 0.034, 0.022, 0.030, -0.032, -0.124, -0.049, -0.061, 0.079, -0.741, 0.624, 0.090, 0.077, 0.099, 0.118, 0.114, 0.073],
  "energy_ha": -2827.08286,
  "homo_energy_ha": [-0.298, -0.297],
  "molar_mass_g_mol": 601.5,
  "e_lumo_ev": [0.283, 0.316],
  "multiplicity": 7,
  "gap_ev": [8.4, 8.4]
}

---

Entry 2:
{
  "formula": "C17H28O6",
  "method": "ωB97M-V/def2-TZVPD",
  "elements": ["C", "C", "C", "C", "C", "C", "C", "C", "C", "C", "C", "C", "O", "O", "C", "C", "O", "O", "C", "C", "C", "O", "O", "H", "H", "H", "H", "H", "H", "H", "H", "H", "H", "H", "H", "H", "H", "H", "H", "H", "H", "H", "H", "H", "H", "H", "H", "H", "H", "H", "H"],
  "xyz": [[0.134, -4.294, -0.945], [-0.140, -4.360, 0.555], [-1.624, -4.144, 0.854], [-1.961, -4.182, 2.352], [-2.162, -2.801, 2.981], [-0.903, -1.939, 2.957], [-1.128, -0.577, 3.610], [0.158, 0.243, 3.760], [0.974, 0.395, 2.475], [0.233, 1.154, 1.374], [0.933, 0.956, 0.021], [0.645, -0.454, -0.471], [-0.452, -0.871, -0.737], [1.739, -1.199, -0.541], [0.474, 1.949, -1.061], [1.056, 3.347, -0.794], [1.503, 3.723, 0.253], [0.980, 4.117, -1.875], [-1.057, 2.059, -1.246], [-1.210, 2.233, -2.751], [0.075, 1.646, -3.309], [0.311, 1.348, -4.440], [0.974, 1.498, -2.319], [-0.401, -5.089, -1.461], [-0.215, -3.346, -1.351], [1.196, -4.415, -1.154], [0.167, -5.337, 0.937], [0.455, -3.606, 1.073], [-2.188, -4.923, 0.336], [-1.934, -3.186, 0.432], [-2.882, -4.749, 2.499], [-1.169, -4.708, 2.890], [-2.486, -2.932, 4.016], [-2.962, -2.280, 2.449], [-0.097, -2.462, 3.477], [-0.606, -1.791, 1.919], [-1.554, -0.723, 4.606], [-1.863, -0.018, 3.028], [0.793, -0.240, 4.506], [-0.099, 1.235, 4.139], [1.897, 0.929, 2.708], [1.257, -0.595, 2.114], [0.206, 2.215, 1.619], [-0.791, 0.789, 1.292], [2.014, 1.060, 0.143], [1.530, -2.099, -0.850], [1.374, 4.989, -1.707], [-1.472, 2.881, -0.667], [-1.516, 1.124, -0.928], [-2.074, 1.718, -3.166], [-1.253, 3.282, -3.050]],
  "lowdin_charge": [-0.118, -0.266, -0.216, -0.209, -0.216, -0.220, -0.212, -0.202, -0.187, -0.131, -0.135, -0.496, 0.117, 0.149, -0.303, -0.442, 0.143, 0.153, -0.064, -0.045, -0.461, 0.145, 0.099, 0.076, 0.055, 0.071, 0.110, 0.093, 0.110, 0.108, 0.103, 0.108, 0.111, 0.117, 0.127, 0.086, 0.112, 0.108, 0.111, 0.111, 0.122, 0.104, 0.122, 0.113, 0.164, 0.112, 0.149, 0.137, 0.115, 0.132, 0.128],
  "energy_ha": -1116.09287,
  "homo_energy_ha": -0.381,
  "molar_mass_g_mol": 328.4,
  "de_lowest_ev": 0.000,
  "e_lumo_ev": 0.494,
  "gap_ev": 10.9
}

---

Entry 3:
{
  "formula": "C17H28O7",
  "method": "ωB97M-V/def2-TZVPD",
  "elements": ["O", "C", "O", "C", "C", "C", "C", "C", "C", "C", "C", "O", "H", "H", "H", "H", "H", "H", "H", "H", "C", "O", "C", "C", "O", "C", "H", "H", "H", "H", "H", "H", "H", "H", "H", "H", "C", "O", "C", "C", "O", "C", "H", "H", "H", "H", "H", "H", "H", "H", "H", "H"],
  "xyz": [[-0.597, 3.834, 3.807], [0.344, 4.122, 3.134], [1.248, 5.104, 3.424], [1.891, 5.402, 2.170], [1.993, 4.011, 1.586], [2.260, 3.942, 0.120], [1.254, 4.218, -0.803], [1.541, 4.190, -2.158], [2.827, 3.903, -2.593], [3.830, 3.624, -1.674], [3.542, 3.635, -0.317], [0.675, 3.525, 1.955], [1.173, 5.971, 1.571], [2.837, 5.919, 2.291], [2.714, 3.425, 2.167], [0.258, 4.439, -0.438], [0.760, 4.403, -2.877], [3.047, 3.891, -3.654], [4.836, 3.394, -2.005], [4.311, 3.401, 0.412], [-2.623, -1.550, -1.714], [-1.239, -1.666, -2.001], [-0.775, -0.741, -2.969], [-0.031, 0.406, -2.324], [-0.891, 1.214, -1.539], [-0.771, 0.972, -0.148], [-2.827, -2.196, -0.862], [-2.896, -0.523, -1.459], [-3.224, -1.881, -2.568], [-1.609, -0.356, -3.563], [-0.095, -1.274, -3.642], [0.398, 1.040, -3.108], [0.792, 0.019, -1.715], [0.203, 1.315, 0.219], [-0.893, -0.089, 0.088], [-1.550, 1.540, 0.355], [-2.029, -6.869, 1.806], [-0.762, -6.359, 1.440], [-0.766, -5.662, 0.204], [-0.753, -4.164, 0.399], [-1.961, -3.702, 0.988], [-1.843, -3.399, 2.365], [-1.938, -7.266, 2.816], [-2.796, -6.090, 1.795], [-2.334, -7.680, 1.135], [-1.636, -5.949, -0.395], [0.135, -5.955, -0.344], [-0.653, -3.675, -0.574], [0.105, -3.876, 1.014], [-1.210, -2.519, 2.519], [-1.430, -4.240, 2.928], [-2.843, -3.179, 2.735]],
  "lowdin_charge": [0.168, -0.545, 0.058, -0.069, -0.233, -0.179, -0.020, -0.072, -0.084, -0.076, -0.032, 0.070, 0.145, 0.144, 0.166, 0.125, 0.110, 0.104, 0.105, 0.116, -0.097, -0.203, -0.204, -0.210, -0.192, -0.099, 0.076, 0.087, 0.090, 0.126, 0.125, 0.121, 0.127, 0.078, 0.083, 0.095, -0.114, -0.189, -0.203, -0.200, -0.204, -0.106, 0.088, 0.083, 0.088, 0.127, 0.126, 0.112, 0.129, 0.088, 0.084, 0.089],
  "energy_ha": -1191.16940,
  "homo_energy_ha": -0.336,
  "molar_mass_g_mol": 344.4,
  "e_lumo_ev": 0.642,
  "gap_ev": 9.8
}

---

Entry 4:
{
  "formula": "C17H29Br2F5IN4O4S",
  "method": "ωB97M-V/def2-TZVPD",
  "elements": ["C", "C", "C", "C", "O", "C", "N", "C", "N", "C", "Br", "C", "C", "Br", "C", "F", "F", "C", "F", "F", "F", "N", "N", "C", "I", "C", "C", "H", "H", "H", "H", "H", "H", "H", "H", "H", "H", "H", "H", "H", "H", "H", "H", "H", "H", "H", "H", "H", "O", "S", "O", "O", "C", "C", "C", "H", "H", "H", "H", "H", "H", "H", "H"],
  "xyz": [[4.487, 3.616, 1.840], [4.262, 1.984, 1.860], [2.911, 1.619, 0.961], [1.513, 1.696, 1.814], [1.250, 0.546, 2.692], [1.245, -0.730, 1.971], [2.422, -1.655, 1.758], [2.000, -2.848, 0.955], [2.780, -3.917, 0.579], [4.225, -4.152, 0.826], [4.330, -5.642, 2.220], [5.191, -2.979, 1.367], [5.515, -1.759, 0.320], [6.987, -3.837, 1.803], [1.989, -5.007, -0.181], [1.315, -4.445, -1.412], [2.875, -6.090, -0.729], [0.893, -5.796, 0.759], [-0.536, -5.582, 0.316], [1.017, -5.558, 2.213], [1.099, -7.285, 0.584], [0.545, -2.502, 0.740], [0.043, -1.311, 1.290], [-1.393, -0.951, 1.116], [-2.113, 0.906, 1.960], [-1.822, -0.950, -0.501], [-3.325, -0.311, -0.747], [3.868, 4.055, 2.738], [4.071, 4.144, 0.866], [5.634, 3.930, 1.924], [5.174, 1.519, 1.246], [4.185, 1.526, 2.934], [2.848, 2.484, 0.141], [3.079, 0.626, 0.365], [1.613, 2.648, 2.527], [0.645, 1.948, 1.062], [4.816, -4.610, -0.108], [4.855, -2.466, 2.389], [6.015, -0.865, 0.931], [4.591, -1.357, -0.276], [6.341, -2.152, -0.443], [-0.141, -3.064, 0.194], [-2.040, -1.837, 1.587], [-1.892, -2.096, -0.793], [-0.988, -0.453, -1.162], [-3.218, 0.841, -0.938], [-3.739, -0.809, -1.750], [-4.089, -0.597, 0.096], [-4.788, 2.295, -2.444], [-5.529, 3.180, -3.316], [-4.883, 4.222, -4.085], [-6.768, 3.832, -2.483], [-6.483, 4.537, -1.283], [-5.886, 5.903, -1.569], [-6.500, 2.192, -4.432], [-5.829, 3.946, -0.633], [-7.433, 4.668, -0.754], [-4.898, 5.813, -2.031], [-5.772, 6.478, -0.646], [-6.518, 6.464, -2.264], [-7.024, 1.424, -3.861], [-5.818, 1.730, -5.148], [-7.204, 2.842, -4.955]],
  "lowdin_charge": [-0.146, -0.239, -0.186, -0.203, -0.106, -0.075, 0.182, -0.104, -0.002, -0.593, 0.674, -0.714, -0.166, 0.622, -0.132, 0.029, 0.031, -0.131, 0.022, 0.031, 0.035, 0.121, -0.051, -0.658, 1.009, -0.272, -0.200, 0.077, 0.081, 0.093, 0.102, 0.118, 0.125, 0.088, 0.161, 0.092, 0.153, 0.110, 0.097, 0.073, 0.088, 0.143, 0.134, 0.107, 0.129, 0.056, 0.104, 0.079, -0.308, 0.627, -0.280, -0.262, -0.277, -0.076, -0.118, 0.112, 0.126, 0.069, 0.082, 0.089, 0.075, 0.078, 0.079],
  "energy_ha": -7527.72193,
  "total_charge": 1,
  "homo_energy_ha": -0.456,
  "molar_mass_g_mol": 767.2,
  "e_lumo_ev": -3.979,
  "gap_ev": 8.4
}